Entry 1:
Density functional theory data (ωB97M-V/def2-TZVPD) for a 14-piece molecular cluster, C28H84O14S14 overall.

Geometry as XYZ:
```
140
Properties=species:S:1:pos:R:3:lowdin_charge:R:1
C -4.3962 -3.8726 0.0886 -0.259
S -4.8019 -3.1165 -1.4703 0.869
O -4.0441 -1.7906 -1.5169 -0.578
C -4.0857 -4.3846 -2.5363 -0.259
H -3.3193 -3.8953 0.2231 0.047
H -4.6650 -4.8966 -0.0372 0.041
H -4.8985 -3.5733 0.9577 0.032
H -4.8247 -5.1488 -2.6509 0.040
H -3.1225 -4.8492 -2.1860 0.043
H -3.8800 -3.8830 -3.5103 0.066
C -0.2093 -2.1641 -5.6399 -0.212
S 0.7801 -1.1090 -4.4407 0.815
O 2.0348 -1.8798 -4.1652 -0.580
C 1.1029 0.3097 -5.5351 -0.248
H -0.6769 -3.0447 -5.1487 0.011
H 0.5668 -2.5452 -6.3288 0.056
H -1.0220 -1.6081 -6.1279 0.057
H 1.1747 0.0207 -6.5781 0.049
H 1.9621 0.8471 -5.1797 0.030
H 0.2168 0.9961 -5.4465 0.044
C -2.0542 2.0221 5.8504 -0.245
S -1.0644 3.3187 5.1179 0.823
O -1.4955 3.3820 3.6991 -0.563
C -1.8123 4.7320 5.9066 -0.256
H -1.6423 1.9015 6.7914 0.018
H -1.7682 1.1743 5.2073 0.042
H -3.1249 2.2041 5.9401 0.070
H -2.8063 4.9256 5.5407 0.062
H -1.1563 5.5525 5.6726 0.044
H -1.7756 4.6648 6.9582 0.039
C 3.3564 2.7885 -2.0126 -0.219
S 2.0688 1.5893 -1.6774 0.798
O 1.9840 1.6674 -0.1945 -0.543
C 0.7238 2.4747 -2.3095 -0.288
H 3.4820 2.7504 -3.0702 0.044
H 4.2018 2.2473 -1.6046 0.015
H 3.0531 3.7450 -1.6155 0.061
H 0.5754 3.4487 -1.8691 0.051
H -0.1834 2.0180 -2.0745 0.003
H 0.8484 2.6813 -3.4014 0.085
C 1.8651 -2.1221 3.5437 -0.214
S 1.6759 -0.2627 3.4714 0.804
O 0.2301 0.0606 3.5636 -0.571
C 2.2659 -0.0236 5.1225 -0.268
H 1.1616 -2.5441 2.7995 0.017
H 1.6939 -2.5102 4.5534 0.055
H 2.8776 -2.2396 3.1395 0.024
H 2.5049 1.0072 5.3665 0.051
H 3.1181 -0.6749 5.3704 0.065
H 1.4180 -0.3126 5.7414 0.053
C -1.7581 5.7446 1.4192 -0.247
S -2.6592 4.7511 0.1906 0.802
O -2.6991 5.5241 -1.0884 -0.559
C -1.4954 3.4680 -0.0414 -0.271
H -1.5254 5.0170 2.1987 0.003
H -2.4958 6.4766 1.7445 0.040
H -0.8789 6.3006 0.9790 0.079
H -0.5650 3.9378 -0.1816 0.019
H -1.6251 2.8511 -0.8992 0.029
H -1.5325 2.8335 0.8604 0.073
C -1.6631 -4.8106 3.6926 -0.236
S -2.9463 -3.5496 4.1643 0.806
O -3.4702 -4.0763 5.4808 -0.583
C -1.7711 -2.2880 4.7576 -0.254
H -1.0469 -5.0264 4.5948 0.064
H -1.0150 -4.5624 2.8731 0.014
H -2.3784 -5.6008 3.4500 0.035
H -1.1080 -2.9147 5.4000 0.063
H -2.3711 -1.5199 5.1684 0.022
H -1.2008 -1.8885 3.8986 0.031
C -3.9569 3.3650 -4.0344 -0.251
S -3.3393 1.7997 -4.6438 0.823
O -1.8533 1.8462 -4.4076 -0.584
C -4.0134 0.7089 -3.4143 -0.269
H -3.3996 3.7188 -3.1209 0.075
H -4.9936 3.2459 -3.8509 0.034
H -3.9807 3.9668 -4.9465 0.041
H -3.9685 1.1972 -2.4508 0.006
H -3.1441 0.0570 -3.3572 0.033
H -4.8637 0.1540 -3.7372 0.051
C 4.3271 -1.9007 -1.9846 -0.251
S 5.6864 -0.8837 -2.6146 0.870
O 5.3871 0.4978 -2.0778 -0.585
C 5.1494 -0.9057 -4.3491 -0.256
H 4.4920 -1.9100 -0.9452 -0.018
H 4.2781 -2.8897 -2.3306 0.054
H 3.4125 -1.3405 -2.2882 0.035
H 5.1847 -1.9056 -4.7277 0.043
H 5.7085 -0.2760 -5.0629 0.062
H 4.0909 -0.6309 -4.4171 0.023
C 4.1824 0.2269 0.9116 -0.331
S 5.1537 -0.9173 1.7866 0.787
O 4.8737 -2.2651 1.1367 -0.565
C 6.7507 -0.4136 1.2011 -0.247
H 3.1122 0.0995 1.0475 0.002
H 4.3993 0.0825 -0.1699 0.019
H 4.4405 1.2904 1.2043 0.063
H 7.3457 -1.3120 1.4496 0.062
H 7.0619 0.4579 1.8108 0.068
H 6.5416 -0.2552 0.1219 0.037
C -5.5795 2.4390 1.4849 -0.216
S -5.3829 1.0609 0.2276 0.885
O -4.3379 1.7336 -0.6050 -0.605
C -4.3252 -0.1174 1.2743 -0.209
H -4.5614 2.6769 1.6536 0.013
H -6.1021 2.1004 2.3385 0.027
H -6.1952 3.2429 1.1743 0.038
H -4.8249 -0.4838 2.1568 0.040
H -3.4181 0.4086 1.6279 0.060
H -4.0120 -0.8103 0.4662 0.000
C -0.4786 -5.8606 -1.8964 -0.256
S -0.5572 -5.9948 -3.6959 0.868
O -1.3404 -4.7853 -4.1706 -0.597
C 1.1317 -5.4184 -4.0884 -0.246
H -1.3829 -6.2104 -1.4306 0.037
H -0.5213 -4.7681 -1.7031 0.046
H 0.2924 -6.4299 -1.4442 0.047
H 1.7897 -6.2158 -3.6981 0.054
H 1.4477 -4.5262 -3.5912 0.027
H 1.3151 -5.2741 -5.1470 0.055
C 4.7928 5.0572 1.9283 -0.224
S 3.7509 3.7518 2.7715 0.771
O 3.9338 4.0526 4.1776 -0.556
C 2.1188 4.3590 2.3556 -0.272
H 5.8466 4.8422 2.0508 0.038
H 4.5592 5.9377 2.5469 0.047
H 4.3556 5.2267 0.9087 0.057
H 1.3758 3.7783 2.9027 0.031
H 1.8616 4.1223 1.2942 0.050
H 1.8807 5.4002 2.6885 0.078
C -0.9714 -1.2520 -0.9770 -0.215
S -0.0522 -2.1062 0.3709 0.851
O -0.6879 -3.4716 0.5216 -0.567
C 1.3046 -2.2429 -0.7533 -0.278
H -0.7194 -0.1728 -0.9252 0.068
H -1.9741 -1.2248 -0.5467 0.012
H -0.9262 -1.8354 -1.8934 0.049
H 0.8699 -2.4346 -1.7250 0.016
H 2.0608 -2.9629 -0.4982 0.067
H 1.6897 -1.2455 -0.8302 0.022
```

HOMO level in eV: -8.22
Frontier orbital gap in eV: 8.553
Electronic energy in Ha: -7744.6742
Multiplicity: 1
E_LUMO in hartree: 0.01219

Entry 2:
Density functional theory data (ωB97M-V/def2-TZVPD) for C28H85CrO19S as an isolated structure.

Geometry as XYZ:
```
134
Properties=species:S:1:pos:R:3:lowdin_spin:R:1
Cr 0.1287 0.2372 0.2844 3.751
S 2.6262 -0.6301 0.7085 0.008
O 1.5822 -0.2020 1.6663 0.014
O 3.7881 0.2176 0.7943 0.001
O 3.1789 -1.9659 0.8772 0.001
O 1.9052 -0.4849 -0.5251 0.036
O -1.0707 0.3487 -1.3144 0.037
H -0.7568 1.0420 -1.9270 0.004
C 2.7532 3.3997 4.7102 0.000
C 2.7228 2.4460 3.5592 0.000
O 2.1950 1.1855 3.9058 0.000
H 3.1528 2.9011 5.5933 0.000
H 1.7662 3.7343 5.0295 0.000
H 3.2947 4.3421 4.6275 0.000
H 3.6922 2.3060 3.0809 0.000
H 2.1073 2.8183 2.7403 0.000
H 2.1871 0.6815 3.0888 0.000
C -4.4240 4.0412 2.7018 0.000
C -4.3842 2.7284 1.9388 0.000
O -3.1823 2.7313 1.1905 0.001
H -5.3264 4.0769 3.3121 0.000
H -4.4631 4.9065 2.0401 0.000
H -3.5141 4.1122 3.2977 0.000
H -5.2156 2.6695 1.2364 0.000
H -4.3564 1.8199 2.5406 0.000
H -3.2201 3.4604 0.5672 0.000
C 2.6195 -2.9097 -4.6843 0.000
C 1.9810 -1.9567 -3.6778 0.000
O 2.9254 -1.7825 -2.6250 0.000
H 2.7430 -3.9289 -4.3182 0.000
H 3.6116 -2.6229 -5.0329 0.000
H 1.9869 -3.0416 -5.5621 0.000
H 1.0084 -2.3526 -3.3854 0.000
H 1.8323 -0.9957 -4.1703 0.000
H 2.5429 -1.2085 -1.9573 0.000
C -2.9305 3.5692 -4.5746 0.000
C -2.2856 2.3633 -3.9210 0.000
O -2.4977 2.4194 -2.5460 0.001
H -2.4445 4.4793 -4.2233 0.000
H -3.9672 3.7081 -4.2679 0.000
H -2.8542 3.6377 -5.6598 0.000
H -1.2460 2.2725 -4.2359 0.000
H -2.6796 1.4195 -4.2980 0.000
H -2.1571 1.6589 -2.0694 0.000
C -5.4088 -1.0672 0.1753 0.000
C -4.1243 -0.2609 -0.1077 0.000
O -3.5024 -0.8123 -1.2473 0.000
H -5.7882 -0.7861 1.1577 0.000
H -5.2250 -2.1415 0.1590 0.000
H -6.1645 -0.9149 -0.5952 0.000
H -3.4594 -0.2909 0.7555 0.000
H -4.1966 0.7961 -0.3639 0.000
H -2.6104 -0.4588 -1.2166 0.000
C 0.4471 -3.6082 4.6821 0.000
C 1.5047 -2.8504 3.8284 0.000
O 2.6260 -3.6651 3.6629 0.000
H 0.7734 -3.6103 5.7222 0.000
H 0.3258 -4.6446 4.3673 0.000
H -0.5381 -3.1496 4.5977 0.000
H 1.7320 -1.9072 4.3252 0.000
H 1.1789 -2.5853 2.8226 0.000
H 2.3809 -4.4110 3.1104 0.000
C 4.5248 4.8803 -0.0245 0.000
C 4.7360 3.4043 0.0222 0.000
O 3.5662 2.7436 0.3458 0.001
H 5.3812 5.3242 -0.5322 0.000
H 4.3230 5.3456 0.9403 0.000
H 3.6470 5.0372 -0.6515 0.000
H 5.4329 3.1853 0.8312 0.000
H 5.1029 3.0060 -0.9238 0.000
H 3.7820 1.8500 0.6224 0.000
C -1.0618 -3.4064 -0.8909 0.001
C -0.3353 -3.0183 0.3937 0.005
O -0.7041 -1.7172 0.8283 0.039
H -0.6281 -4.2775 -1.3820 0.000
H -0.9941 -2.5613 -1.5759 0.000
H -2.1295 -3.5313 -0.7108 0.000
H 0.7124 -3.0384 0.0937 0.000
H -0.4003 -3.7576 1.1920 0.001
H -1.4384 -1.9040 1.4178 0.002
C 3.2269 2.8747 -3.1277 0.000
C 2.3483 1.7896 -3.7261 0.000
O 2.6488 1.6766 -5.1246 0.000
H 4.2693 2.6036 -3.2955 0.000
H 3.0657 3.0383 -2.0622 0.000
H 2.9660 3.8248 -3.5939 0.000
H 1.3082 2.0960 -3.6150 0.000
H 2.4959 0.8191 -3.2524 0.000
H 1.9353 1.2060 -5.5617 0.000
C -1.2054 2.0351 4.0538 0.001
C -1.3165 0.8229 3.1615 0.004
O -1.2404 1.1542 1.7652 0.037
H -0.3469 2.6652 3.8211 0.000
H -1.1437 1.7364 5.1002 0.000
H -2.1067 2.6478 4.0373 0.000
H -2.2168 0.2126 3.2343 0.000
H -0.5264 0.0896 3.3232 0.001
H -1.9391 1.7837 1.5722 0.002
C 0.3490 4.3529 1.1164 0.001
C 0.1255 3.4297 -0.0552 0.006
O 0.9092 2.2661 0.1347 0.040
H 0.2804 3.9539 2.1285 0.000
H -0.3685 5.1631 0.9869 0.000
H 1.2943 4.8862 1.0153 0.000
H 0.3076 3.8384 -1.0491 0.001
H -0.9084 3.0847 -0.0588 0.001
H 1.7956 2.5347 0.3873 0.001
C -1.4720 -2.0506 -5.5211 0.000
C -1.7990 -1.3767 -4.2454 0.000
O -0.7865 -0.5220 -3.9018 0.000
H -0.5658 -2.6381 -5.3737 0.000
H -1.3075 -1.3764 -6.3616 0.000
H -2.3271 -2.6990 -5.7121 0.000
H -2.0510 -2.0686 -3.4417 0.000
H -2.7112 -0.7951 -4.3784 0.000
H -0.8255 -0.3012 -2.9684 0.000
C -2.5983 -4.7465 3.4095 0.000
C -3.1187 -3.5200 2.6444 0.000
O -2.2928 -2.3731 2.8304 0.001
H -2.4042 -4.4341 4.4356 0.000
H -1.6805 -5.0575 2.9105 0.000
H -3.3997 -5.4681 3.2508 0.000
H -4.1488 -3.3206 2.9397 0.000
H -3.1764 -3.7611 1.5830 0.000
H -2.4419 -2.0263 3.7130 0.000
C 2.4658 -6.1133 -1.2298 0.000
C 2.8818 -4.6897 -0.8499 0.000
O 2.9521 -4.5608 0.5246 0.000
H 2.2876 -6.2785 -2.2923 0.000
H 1.5154 -6.3826 -0.7690 0.000
H 3.2668 -6.7975 -0.9496 0.000
H 2.1488 -3.9802 -1.2339 0.000
H 3.8361 -4.4860 -1.3356 0.000
H 2.9218 -3.6109 0.6599 0.000
```

Expectation value of S²: 6.01
HOMO level (alpha / beta) in eV: -3.98 / -6.31
Frontier orbital gap (alpha / beta) in eV: 5.830 / 8.164
Total charge: -1
Electronic energy in Ha: -3990.0936
Multiplicity: 5
E_LUMO (alpha / beta) in hartree: 0.06816 / 0.06811

Entry 3:
Density functional theory data (ωB97M-V/def2-TZVPD) for C28H87N7O12 as an isolated structure.

Geometry as XYZ:
```
134
Properties=species:S:1:pos:R:3:lowdin_charge:R:1
C -2.6723 3.2533 15.9679 0.000
C -3.6044 2.2988 16.7907 -0.241
C -2.8045 1.1121 17.3810 -0.159
O -1.7992 0.6120 16.4819 -0.163
C -2.2350 -0.3949 15.5718 -0.083
N -4.2543 3.1148 17.8547 -0.100
H -3.2537 4.1526 15.7648 0.074
H -2.2919 2.8476 15.0304 0.104
H -1.8463 3.5071 16.6322 0.056
H -4.3688 1.9311 16.1061 0.145
H -3.4555 0.3414 17.7936 0.132
H -2.2651 1.4314 18.2728 0.098
H -3.0695 -0.9605 15.9862 0.084
H -1.4180 -1.1018 15.4268 0.091
H -2.5298 0.0919 14.6422 0.086
H -4.8732 2.5637 18.4321 0.117
H -4.7721 3.9499 17.6212 0.090
C 1.6221 4.0277 23.0285 -0.060
C 1.3952 3.5300 21.6098 -0.399
C 0.0268 3.8839 21.0014 -0.161
O -1.0841 3.4312 21.7814 -0.094
C -2.3339 3.7281 21.2964 -0.119
N 2.4436 4.0724 20.7390 0.047
H 2.6782 4.1097 23.2856 0.072
H 1.0366 3.3928 23.6935 0.075
H 1.2597 5.0551 23.0621 0.079
H 1.4960 2.4458 21.6600 0.134
H 0.0174 3.5545 19.9624 0.067
H -0.0280 4.9537 20.7997 0.124
H -2.5987 3.3013 20.3290 0.052
H -2.4639 4.8061 21.2008 0.095
H -3.1700 3.4336 21.9306 0.087
H 3.1961 3.4041 20.8247 0.085
H 2.1272 3.9131 19.7932 -0.057
C -3.3693 5.6659 17.7857 -0.079
C -2.0730 4.8581 17.9985 -0.254
C -0.9659 5.6323 18.7250 -0.079
O -0.5792 6.8676 18.1582 -0.164
C 0.1448 6.6771 16.8989 -0.057
N -2.4661 3.6899 18.7359 -0.120
H -3.8360 6.1218 18.6589 0.057
H -4.0710 5.0677 17.2044 0.087
H -3.1494 6.5287 17.1570 0.094
H -1.7841 4.5834 16.9840 0.092
H -0.0901 4.9842 18.7568 0.121
H -1.3907 5.8518 19.7045 0.119
H 1.1390 6.2557 17.0470 0.051
H 0.3431 7.6621 16.4762 0.062
H -0.3337 6.1581 16.0684 0.110
H -2.9483 2.9897 18.1906 -0.003
H -3.0979 4.0361 19.4438 0.010
C -3.6454 6.8573 20.7171 -0.048
C -4.9480 7.5598 20.4213 -0.272
C -5.3682 7.3393 18.9130 -0.147
O -4.4356 7.8992 17.9925 -0.177
C -4.8284 7.7821 16.6737 -0.164
N -5.9668 7.0124 21.3270 -0.009
H -3.6806 5.7918 20.4898 0.042
H -3.3251 7.0291 21.7447 0.115
H -2.7839 7.1958 20.1414 0.066
H -4.9684 8.6316 20.6187 0.148
H -6.3385 7.8012 18.7304 0.135
H -5.5464 6.2655 18.8567 0.111
H -4.9126 6.7312 16.3970 0.072
H -4.0507 8.2152 16.0447 0.078
H -5.7253 8.3029 16.3383 0.122
H -5.9659 6.0042 21.2672 -0.001
H -5.5136 7.1569 22.2180 0.093
C 0.6651 8.2368 14.2019 -0.088
C 2.1692 8.2712 14.6838 -0.323
C 2.2809 8.0487 16.2291 -0.235
O 1.4654 8.9645 16.8537 -0.156
C 1.5514 8.7477 18.2225 -0.093
N 2.9556 7.3050 13.8934 0.036
H 0.1026 8.9153 14.8432 0.086
H 0.3484 7.1992 14.3068 0.099
H 0.5228 8.5481 13.1670 0.121
H 2.5784 9.2590 14.4717 0.130
H 3.3154 8.1970 16.5390 0.142
H 2.0360 6.9978 16.3833 0.081
H 1.1640 9.5486 18.8523 0.105
H 2.5098 8.5438 18.7000 0.113
H 0.8746 7.9258 18.4560 0.063
H 3.1394 7.6914 12.9786 0.067
H 3.8862 7.0986 14.2275 0.070
C -6.4347 4.1465 24.1005 -0.056
C -6.1810 4.9919 22.8638 -0.437
C -5.6324 4.1303 21.7272 -0.132
O -5.2095 4.9692 20.6361 -0.257
C -4.7087 4.2194 19.5154 -0.165
N -7.3798 5.6672 22.4550 0.032
H -7.1541 3.3288 24.0566 0.079
H -6.7077 4.6894 25.0054 0.078
H -5.4968 3.6721 24.3895 0.071
H -5.4364 5.7661 23.0488 0.135
H -6.4940 3.5599 21.3804 0.133
H -4.9283 3.3560 22.0319 0.109
H -5.4475 3.7435 18.8706 0.121
H -3.9945 3.4532 19.8173 0.100
H -4.1851 4.9127 18.8572 0.019
H -7.0421 6.4337 21.8906 -0.055
H -7.9622 5.0726 21.8828 0.084
C -1.6377 8.0857 14.8796 -0.089
C -2.5567 7.3035 13.9046 -0.368
C -3.8341 6.7339 14.5832 -0.223
O -4.5905 5.9152 13.6834 -0.179
C -3.8354 4.9635 12.9018 -0.078
N -2.8726 8.1865 12.7640 0.067
H -0.6857 8.3753 14.4348 -0.087
H -1.3690 7.4466 15.7208 0.054
H -2.1385 8.9868 15.2337 0.112
H -1.9835 6.4392 13.5692 0.119
H -4.5577 7.5156 14.8143 0.087
H -3.6465 6.1889 15.5083 0.068
H -3.2805 5.5230 12.1486 0.074
H -4.6095 4.3740 12.4105 0.092
H -3.2530 4.3258 13.5668 0.063
H -2.0180 8.5747 12.3911 0.065
H -3.1468 7.5768 12.0069 0.054
O -0.7249 7.9498 19.6862 -0.065
H -1.0404 7.3215 19.0367 -0.189
H -0.8174 8.8021 19.2603 0.057
O 1.8669 4.1216 16.3498 -0.053
H 1.6034 4.7885 15.7158 0.007
H 1.9636 4.5987 17.1739 -0.266
O -0.7317 2.6410 18.4922 -0.013
H -1.3905 3.3290 18.3980 -0.137
H -1.1017 2.0415 19.1403 0.111
O 1.3020 3.2832 18.9146 -0.070
H 1.7985 2.6136 18.4442 0.150
H 0.4171 3.2230 18.5548 -0.062
O 2.2198 5.0875 18.1313 0.029
H 1.9374 4.3827 18.7142 -0.088
H 2.0634 5.8890 18.6306 0.110
```

HOMO level in eV: -8.22
Frontier orbital gap in eV: 8.257
Electronic energy in Ha: -2403.6686
Multiplicity: 1
E_LUMO in hartree: 0.00152

Let's list energy above the lowest of the compared OMol25 structures with the same formula, charge and spin in order: 152.6, 46.3, 3547.3 kJ/mol.